Record 1
This record from OMol25 describes C16H16ClN4O2ReS2Se as an isolated structure. The level of theory is ωB97M-V/def2-TZVPD.

Structure (XYZ):
```
43
Properties=species:S:1:pos:R:3:forces:R:3
Re -1.40317 0.52057 -0.51622 -0.9489 -0.9283 -0.1404
C 0.35740 -0.19664 -3.80485 -0.0427 0.0196 0.0017
C -1.12506 0.01554 -3.84746 0.6158 -0.1254 -0.1972
C -1.88565 -0.17332 -4.99212 -0.2404 0.1106 0.1366
C -3.25360 0.05783 -4.87798 0.1333 -0.0647 -0.1274
N -3.84223 0.45150 -3.75997 0.3602 0.0035 0.0964
C -3.02389 0.63937 -2.70845 -1.2297 0.3939 -0.2709
S -3.61885 1.20041 -1.18593 -0.2017 -0.0126 -0.5929
N -1.69701 0.41184 -2.71591 0.0848 -0.3605 0.2671
H 0.74494 -0.52041 -4.76936 -0.0383 -0.0103 -0.0202
H 0.60341 -0.94210 -3.04687 -0.0081 0.0274 0.0252
H 0.84517 0.73306 -3.51037 -0.0059 -0.0121 0.0525
H -1.43810 -0.48849 -5.92346 0.0214 0.0201 0.0212
H -3.90711 -0.08477 -5.73424 0.0126 -0.0105 -0.0009
S -2.24548 1.88038 3.73666 -0.0575 0.0657 0.0826
C -3.05776 0.39241 3.50818 -0.0289 0.0001 0.0267
C -2.87455 -0.04828 2.24541 0.1444 0.0086 0.0010
N -2.08815 0.77484 1.46399 0.6458 0.0782 0.3658
C -1.70586 1.84130 2.12786 -0.0289 -0.0344 0.0380
H -3.62721 -0.07583 4.29200 0.0030 -0.0037 0.0067
H -3.28370 -0.94391 1.81460 -0.0150 -0.0144 0.0029
H -1.12990 2.63708 1.67583 -0.0007 -0.0087 0.0004
O -3.14213 -1.55246 -0.33853 -0.2858 -0.0857 0.0725
H -2.62075 -2.31217 -0.05968 0.0955 -0.0816 -0.1356
H -3.39481 -1.70704 -1.25921 -0.0298 0.0969 0.1644
O 0.12504 1.26161 -0.59697 1.1365 0.7154 0.1755
Cl 0.16176 -2.27288 5.80657 -0.0054 0.0038 0.0043
C 0.04694 -2.04195 4.07678 -0.0017 0.0021 0.0111
C -0.62750 -2.96638 3.30742 -0.0204 -0.0090 0.0052
C -0.71673 -2.76239 1.93482 -0.0656 0.0441 0.0008
C -0.15858 -1.64615 1.31091 0.0655 -0.1100 -0.0296
C -0.34310 -1.37955 -0.14544 -0.2173 -0.1006 0.0471
C 0.53509 -0.74216 2.12769 0.0507 -0.0081 -0.0236
C 0.63895 -0.93022 3.49271 0.0042 0.0133 0.0062
H -1.07569 -3.83491 3.77190 -0.0016 0.0011 -0.0021
H -1.24184 -3.50085 1.33459 0.0301 -0.0191 -0.0016
H -0.80203 -2.26257 -0.60508 0.0660 0.0163 -0.1216
H 0.61715 -1.25435 -0.64596 0.0644 0.0884 0.1091
H 0.97319 0.13646 1.66754 -0.0161 0.0134 -0.0081
H 1.16716 -0.21581 4.11055 0.0004 0.0007 -0.0018
Se -1.29603 3.81026 -0.78979 0.0618 0.2016 -0.2130
C -2.57306 4.81827 -1.63224 -0.1453 0.0909 0.2152
N -3.38771 5.44712 -2.16808 0.0393 -0.0156 -0.0489
```
Positions in Å, forces in eV/Å.

Its gap between HOMO and LUMO (spin up / spin down) is 5.66 / 5.99 eV. The calculation puts the highest occupied orbital energy (spin up / spin down) at -3.36 / -3.69 eV. The value obtained for the energy relative to the best compared isomer or geometry (same formula, charge and spin) is 29.16 kcal/mol. As for the multiplicity: 2. The calculated total energy is -128578.115 eV. As for the net charge: -1.

***

Record 2
This record from OMol25 describes C16H16ClN4O2ReS2Se as an isolated structure. The level of theory is ωB97M-V/def2-TZVPD.

Structure (XYZ):
```
43
Properties=species:S:1:pos:R:3:forces:R:3
Re -1.32078 -1.32192 0.17957 1.3909 1.0115 -1.0596
C -0.46522 5.85112 1.61801 -0.0019 0.0151 0.0067
C 0.14149 4.64078 0.97055 -0.0019 -0.0402 0.0843
C 1.26495 4.72307 0.16009 -0.0067 -0.0113 0.0064
C 1.71958 3.52747 -0.37175 0.0491 -0.0055 -0.0454
N 1.13536 2.36423 -0.14427 -0.1333 0.0823 -0.0474
C 0.04718 2.38400 0.64631 0.2971 -0.2407 -0.9660
S -0.76282 0.89285 1.02024 -0.7843 -0.2301 1.4310
N -0.46118 3.48130 1.21567 -0.0436 0.0153 0.0603
H 0.08722 6.75756 1.37179 -0.0043 0.0022 0.0016
H -0.47951 5.72137 2.70058 -0.0039 0.0006 -0.0027
H -1.49985 5.96079 1.29213 0.0011 0.0002 0.0037
H 1.75651 5.66406 -0.04410 -0.0043 0.0021 -0.0079
H 2.59618 3.50347 -1.01542 0.0068 -0.0191 -0.0017
S -2.91824 -5.64604 -0.53480 -0.0016 0.0562 0.0123
C -1.39533 -5.43577 -1.28894 0.0264 0.0804 -0.0029
C -0.93972 -4.18281 -1.06090 -0.0843 -0.0456 -0.1668
N -1.77268 -3.40121 -0.29165 -0.1469 -0.1174 0.1137
C -2.85814 -4.04797 0.04420 0.0482 -0.1266 0.0621
H -0.92681 -6.21040 -1.87074 -0.0034 -0.0085 0.0065
H -0.02916 -3.75938 -1.44901 -0.0034 0.0027 -0.0182
H -3.64940 -3.57999 0.61838 -0.0042 0.0056 -0.0036
O -1.32113 -1.92691 2.43290 -0.0775 -0.2608 -0.1083
H -2.12329 -1.81235 2.95792 -0.0532 0.1390 -0.0556
H -0.57570 -2.19731 2.97470 -0.0297 0.1405 0.1018
O -1.51432 -0.94404 -1.53147 -0.0800 -0.1598 -0.1468
Cl 4.61180 1.25139 -3.13529 -0.0093 0.0117 0.0041
C 3.48343 0.36365 -2.13031 -0.0057 -0.0045 0.0068
C 3.60354 0.42545 -0.75689 0.0439 -0.0642 -0.0214
C 2.70244 -0.27979 0.02595 0.0484 -0.0818 0.0021
C 1.68513 -1.04437 -0.53518 -0.0025 0.0566 -0.0187
C 0.74316 -1.82034 0.34105 0.0497 -0.2127 0.2540
C 1.58325 -1.06951 -1.92650 0.0324 -0.0145 0.0146
C 2.47685 -0.37750 -2.72727 -0.0146 0.0126 0.0283
H 4.38102 1.02656 -0.30463 0.0024 0.0038 0.0000
H 2.78141 -0.21727 1.10487 -0.0155 0.0156 0.0063
H 1.04690 -1.65472 1.38125 0.0083 -0.0498 0.0004
H 0.88273 -2.88914 0.14147 0.0185 -0.0097 0.0868
H 0.75913 -1.60113 -2.38614 -0.0311 0.0506 -0.0051
H 2.38212 -0.39309 -3.80462 0.0006 -0.0008 -0.0018
Se -4.08679 -1.03788 0.88057 -0.6967 0.1062 0.4559
C -5.83705 -0.88918 1.43606 0.2515 -0.1048 -0.0743
N -6.93428 -0.79908 1.79558 -0.0316 -0.0026 0.0048
```
Positions in Å, forces in eV/Å.

Its gap between HOMO and LUMO (spin up / spin down) is 5.93 / 6.69 eV. The calculation puts the highest occupied orbital energy (spin up / spin down) at -3.85 / -4.62 eV. The value obtained for the energy relative to the best compared isomer or geometry (same formula, charge and spin) is 0.45 kcal/mol. As for the multiplicity: 4. The calculated total energy is -128576.726 eV. As for the net charge: -1.

***

Record 3
This record from OMol25 describes C16H16F2N2O5S2V as an isolated structure. The level of theory is ωB97M-V/def2-TZVPD.

Structure (XYZ):
```
44
Properties=species:S:1:pos:R:3:forces:R:3
V 0.13077 0.28993 -0.39626 -1.4550 4.1030 4.7520
F 4.95498 0.51363 -2.60996 0.0035 -0.0043 0.0465
C 4.22537 0.40613 -1.49386 -0.2908 0.1297 0.3303
C 2.85688 0.60583 -1.55326 0.2898 0.2450 -0.2566
C 2.10817 0.44303 -0.40646 0.8460 -0.1054 0.2317
C 2.72128 0.13433 0.81644 0.2316 0.0112 -0.1189
C 4.11227 -0.02167 0.83644 -0.2961 0.0987 -0.2735
F 4.75597 -0.30517 1.98574 -0.0535 -0.0373 0.0150
C 4.87318 0.08963 -0.30866 -0.0379 0.0132 -0.0229
C 1.79237 -0.07457 1.91924 0.5976 -0.0814 0.3255
C 2.13697 -0.39577 3.23604 -0.1754 0.0534 -0.0305
C 1.13278 -0.64897 4.15144 -0.0545 0.0292 -0.3019
C -0.19153 -0.59407 3.73304 0.0216 0.1078 -0.1456
C -0.45792 -0.21337 2.42874 -0.5596 -0.1358 0.8193
N 0.50207 0.04983 1.55134 0.5246 -0.5964 1.5314
H 2.38688 0.83293 -2.50116 0.0983 -0.0457 -0.0297
H 5.93927 -0.07507 -0.28546 0.0545 0.0295 0.0385
H 3.17257 -0.45907 3.52774 -0.0015 0.0340 -0.0825
H 1.37678 -0.88707 5.17714 0.0130 -0.0807 0.0096
H -0.99722 -0.84377 4.40544 -0.1005 0.1228 -0.0014
H -1.47763 -0.08767 2.08024 0.0932 -0.0853 -0.0461
S -0.00683 2.46883 0.24414 -0.0473 0.6084 1.0460
C 0.12827 2.82603 -1.37056 0.0102 0.5983 -0.1919
N 0.22197 3.15283 -2.47056 0.0699 -0.0407 -0.6213
C -2.92682 1.46773 -2.05596 0.0905 -0.2188 0.3047
C -3.09272 1.39713 -0.54266 -0.1143 0.6763 -0.0756
O -2.49813 0.24123 0.03984 0.5933 0.0418 -0.1572
C -3.34042 -0.90727 0.10334 -0.2670 -0.5432 0.0500
C -3.37492 -1.76647 -1.15356 0.2167 0.3211 0.1786
H -3.05782 2.49243 -2.39516 -0.0383 0.0490 -0.0645
H -3.64523 0.82493 -2.55616 -0.0064 0.0080 -0.1526
H -1.91962 1.14193 -2.33126 -0.2031 0.1336 -0.1062
H -4.15392 1.44033 -0.25916 0.1875 -0.0419 0.0082
H -2.57933 2.24783 -0.07326 -0.3045 -0.2537 -0.1599
H -4.35742 -0.57487 0.37054 0.2904 -0.0665 0.0632
H -2.93773 -1.51327 0.92284 -0.1233 0.0951 -0.0326
H -3.82862 -1.24837 -1.99446 -0.0740 0.0066 -0.0345
H -3.95643 -2.66177 -0.94626 -0.0848 -0.0928 0.0163
H -2.36803 -2.06707 -1.43806 -0.2362 -0.0337 0.0099
O -0.58822 -2.38047 -2.50726 -0.0773 0.1913 -0.0767
S 0.35197 -1.65637 -1.72256 1.2129 -4.2903 -1.8918
O 0.13157 -0.11737 -1.97956 -0.4201 -0.7365 -4.7982
O 0.00367 -1.65267 -0.25936 -0.2435 0.0422 0.1561
O 1.74048 -1.91427 -1.91896 -0.1802 -0.2590 -0.2604
```
Positions in Å, forces in eV/Å.

Its gap between HOMO and LUMO (spin up / spin down) is 7.57 / 7.89 eV. The calculation puts the highest occupied orbital energy (spin up / spin down) at -9.14 / -9.13 eV. The value obtained for the energy relative to the best compared isomer or geometry (same formula, charge and spin) is 17.94 kcal/mol. As for the multiplicity: 2. The calculated total energy is -82861.792 eV.

***

Question: Number 1 is which compound?
Answer: C16H16ClN4O2ReS2Se